(1)
A cluster of 4 separate species, C31H62F2N2O18P3 in total, computed with ωB97M-V/def2-TZVPD.

* HOMO: -12.4 eV
* E: -3905.4059 Ha
* charge: +1
* frontier orbital gap: 6.77 eV

Geometry as XYZ:
```
118
C31H62F2N2O18P3, DFT ωB97M-V/def2-TZVPD
C 0.0789 -0.5558 2.8449
C -0.4035 -1.1105 1.5168
C 0.7917 -1.6117 0.4936
N 1.2580 -0.6760 -0.4281
C 0.4929 0.6172 -0.3206
O 0.8452 1.6682 0.4733
N -0.7395 0.8120 -1.1770
C -1.9440 1.2602 -0.3804
O -2.1352 2.4675 0.1627
F -3.0421 0.2446 -0.1982
C 2.3548 -1.2122 -1.2853
C 1.7691 -1.0572 -2.8020
C 0.2822 -1.6753 -3.0693
O -0.3738 -2.5753 -2.3381
O -0.4109 -1.2218 -4.3207
O 3.6788 -0.6182 -1.3852
C 3.8261 0.6828 -0.7441
C 3.4301 1.9712 -1.7351
C 2.7457 -2.7378 -0.7144
C 2.9014 -3.7813 -1.9751
C 4.1995 -3.5246 -2.9389
C 4.9688 -4.9781 -3.2372
C 6.5461 -4.6171 -3.5842
O 4.0693 -2.4651 -0.1299
C 4.7206 -3.6651 0.4060
C 6.2331 -3.9481 -0.2510
C 1.5402 -3.1037 0.3870
F 1.9243 -3.3028 1.8099
C 0.6104 -4.4259 0.1026
C -0.8682 -4.4045 0.8109
C -0.8663 -4.6663 2.4315
C -1.7020 -5.6957 0.1498
H 0.8383 -1.2138 3.4880
H -0.1935 0.5061 3.2534
H -1.5490 -1.2001 1.2991
H -0.5825 1.5091 -1.9378
H 1.6834 0.1170 -3.0041
H 2.4739 -1.4607 -3.6572
H -0.8370 -0.3264 -4.1785
H 3.3235 0.7761 0.3277
H 4.9934 0.8299 -0.5387
H 2.2768 2.1455 -1.8211
H 3.9976 2.9386 -1.3272
H 3.8417 1.6768 -2.8082
H 1.9619 -3.8624 -2.6688
H 3.0428 -4.8673 -1.4995
H 4.9300 -2.6817 -2.5847
H 3.7744 -3.1921 -4.0030
H 4.9220 -5.6646 -2.2680
H 4.4746 -5.5830 -4.1115
H 7.2934 -5.4589 -3.2631
H 6.6631 -4.4992 -4.7596
H 6.9206 -3.6140 -3.1102
H 4.9471 -3.4321 1.5551
H 4.0491 -4.6338 0.4182
H 6.3051 -5.0257 -0.7067
H 6.5540 -3.1000 -1.0024
H 7.0381 -3.9120 0.6276
H 1.1801 -5.3699 0.5605
H 0.4413 -4.6800 -1.0300
H -1.5047 -3.4514 0.4792
H 0.2129 -5.0376 2.7160
H -1.7116 -5.4410 2.6887
H -1.0898 -3.6576 3.0131
H -2.8533 -5.3970 0.2558
H -1.4301 -6.6962 0.6910
H -1.4761 -5.7270 -1.0131
C -5.8198 -1.1665 -6.3609
O -6.1836 -0.0435 -5.5869
P -5.0967 1.1338 -5.4304
O -4.5300 1.6421 -6.7192
O -4.0067 0.5200 -4.4148
C -4.4550 -0.1346 -3.2464
O -5.8672 2.2382 -4.5461
C -5.1742 3.4405 -4.2856
H -6.5217 -1.2670 -7.1926
H -4.8036 -1.0828 -6.7567
H -5.8819 -2.0597 -5.7335
H -4.3990 -1.2157 -3.4012
H -5.4811 0.1405 -2.9883
H -3.7983 0.1380 -2.4172
H -4.7143 3.8330 -5.1968
H -4.4056 3.2675 -3.5275
H -5.8847 4.1799 -3.9075
C -3.3834 1.9052 4.8118
O -3.0782 0.9606 5.8152
P -3.5265 1.3070 7.3221
O -4.9679 1.6786 7.4797
O -2.4860 2.4484 7.7814
C -1.1105 2.2632 7.5198
O -3.0659 0.0083 8.1567
C -3.3834 -0.0088 9.5325
H -4.0199 1.4317 4.0601
H -3.8958 2.7836 5.2146
H -2.4521 2.2264 4.3376
H -0.8320 2.8582 6.6457
H -0.8639 1.2142 7.3361
H -0.5389 2.6134 8.3822
H -4.4224 0.2889 9.6985
H -2.7139 0.6642 10.0748
H -3.2474 -1.0250 9.9110
C -1.1438 4.9258 -0.2266
O -1.1383 6.2654 0.2182
P 0.1381 7.1691 -0.1634
O 0.4898 7.1785 -1.6184
O 1.3033 6.6193 0.8042
C 1.0149 6.4145 2.1716
O -0.2269 8.6112 0.4552
C 0.6974 9.6537 0.2260
H -2.0156 4.7677 -0.8666
H -0.2379 4.6731 -0.7850
H -1.2175 4.2678 0.6433
H 0.8543 5.3468 2.3446
H 0.1298 6.9696 2.4933
H 1.8715 6.7434 2.7641
H 1.0086 9.6781 -0.8220
H 1.5716 9.5208 0.8691
H 0.2195 10.6059 0.4699
```

***

(2)
A structure of composition C31H63Cu2N2O9S3, computed with ωB97M-V/def2-TZVPD.

* HOMO: -3.3 eV
* E: -6480.9176 Ha
* charge: -1
* frontier orbital gap: 5.26 eV

Geometry as XYZ:
```
110
C31H63Cu2N2O9S3, DFT ωB97M-V/def2-TZVPD
Cu 2.6149 -1.3673 -0.4174
Cu -0.1022 -2.9109 -1.5036
C -0.1238 -4.8545 -4.0138
C -1.5782 -4.5508 -3.7616
C -2.1559 -5.5543 -2.7824
C -3.5198 -5.2282 -2.1602
C -3.4850 -3.7938 -1.6467
C -2.9615 -2.7498 -2.6709
N -1.7158 -3.2448 -3.1878
O -0.8255 -2.2696 -3.6360
C -2.8187 -1.4800 -1.8468
C -4.1091 -2.5598 -3.7221
C -2.3655 -4.6307 -5.0530
H 0.2703 -4.4530 -4.9532
H 0.1153 -5.9239 -4.0760
H 0.5471 -4.3991 -3.2707
H -1.4973 -5.8601 -1.9586
H -2.2715 -6.4889 -3.3677
H -3.7213 -5.9211 -1.3431
H -4.3696 -5.2769 -2.8504
H -2.7890 -3.7621 -0.8013
H -4.4913 -3.5073 -1.3235
H -2.1614 -1.7183 -0.9757
H -3.7838 -1.2004 -1.4324
H -2.2348 -0.6143 -2.1695
H -4.7754 -3.4291 -3.7352
H -3.7695 -2.4255 -4.7416
H -4.7311 -1.7279 -3.3850
H -2.1501 -3.7773 -5.7074
H -3.4321 -4.7011 -4.8430
H -2.2113 -5.4494 -5.7856
C 1.0315 0.9705 -1.5740
C 2.3287 1.7558 -1.8292
C 2.1974 2.8782 -0.7672
C 3.4311 3.6898 -0.7219
C 4.6403 2.8039 -0.3342
C 4.7449 1.5202 -1.1868
N 3.4552 0.9815 -1.4420
O 3.5067 -0.2304 -2.0119
C 5.6330 0.5357 -0.4316
C 5.4928 1.9848 -2.4646
C 2.2834 2.3742 -3.2294
H 0.8839 0.3555 -2.4762
H 0.1192 1.5738 -1.6028
H 1.1465 0.3209 -0.7126
H 1.8802 2.4261 0.1885
H 1.2789 3.4845 -0.9002
H 3.4759 4.6461 -0.1648
H 3.5909 4.1862 -1.6946
H 4.6988 2.7336 0.7566
H 5.3933 3.5760 -0.5824
H 5.7964 -0.3031 -1.1140
H 5.1057 0.1564 0.4394
H 6.5717 1.0278 -0.1991
H 6.5697 2.0265 -2.2348
H 5.3337 3.0113 -2.8085
H 5.2894 1.2570 -3.2543
H 2.6451 1.7694 -4.0576
H 2.8755 3.2949 -3.2718
H 1.2498 2.6973 -3.4032
C -0.1904 -0.7303 1.2464
O 0.4273 -1.4903 0.3056
H 0.2827 0.2404 1.5567
H -1.2019 -0.4361 0.8690
H -0.3872 -1.2467 2.2247
C -2.8562 0.0437 4.6975
C -2.1607 1.3689 4.9952
C -1.7429 1.4750 6.4223
S -1.4304 -0.2532 6.9292
O -2.3943 -0.5463 7.9389
O -0.0213 -0.4122 7.1249
C -1.9532 -0.9930 5.3261
H -2.9165 -0.0948 3.6153
H -3.8813 -0.1133 5.0420
H -2.6895 2.2229 4.5767
H -1.2423 1.3301 4.3861
H -2.4799 1.7714 7.1638
H -0.8176 2.0276 6.5383
H -2.2486 -2.0210 5.4727
H -0.9713 -0.9275 4.8415
C 2.4819 1.4133 3.6205
C 2.4779 0.3672 4.7346
C 2.6568 -0.9724 4.0764
S 3.9890 -0.7204 2.9481
O 3.8093 -1.5318 1.7691
O 5.2160 -0.8119 3.7033
C 3.4606 0.9542 2.5573
H 2.9076 2.3449 3.9970
H 1.4941 1.6779 3.2545
H 1.5148 0.3063 5.2195
H 3.3382 0.6075 5.3508
H 1.8034 -1.1757 3.4093
H 2.6561 -1.8280 4.7435
H 3.0374 0.8339 1.5471
H 4.2770 1.6294 2.3130
C -2.9922 4.9102 -0.6033
C -1.8227 3.9459 -0.6356
C -2.3108 2.5392 -0.2624
S -4.0949 2.6060 -0.0971
O -4.3753 2.8650 1.3018
O -4.6535 1.4900 -0.8082
C -4.2440 4.1404 -1.0404
H -2.9244 5.6943 -1.3642
H -3.1664 5.3729 0.3672
H -1.0114 4.2524 0.0314
H -1.2862 3.9525 -1.5852
H -1.8286 2.0182 0.5554
H -2.1616 1.9270 -1.1550
H -5.2844 4.4305 -0.9169
H -4.1352 3.8716 -2.0966
```

***

(3)
A structure of composition C31H64F5IN2O6SSi2, computed with ωB97M-V/def2-TZVPD.

* HOMO: -8.1 eV
* E: -3554.8583 Ha
* charge: 0
* frontier orbital gap: 8.25 eV

Geometry as XYZ:
```
112
C31H64F5IN2O6SSi2, DFT ωB97M-V/def2-TZVPD
C 1.7300 -0.5274 3.4601
C 3.1836 -0.6378 2.9909
O 3.3249 -0.9357 1.6171
C 3.3013 0.1768 0.7646
C 1.9109 0.5236 0.2907
O 2.0481 1.5701 -0.6855
Si 0.8328 2.6782 -0.6376
C 1.0182 3.6988 -2.1908
C 1.8434 4.9749 -1.8447
C 2.7784 5.3623 -2.9733
S 3.5113 7.0021 -2.7189
O -0.5739 1.8186 -0.4899
Si -2.0862 2.4627 -0.7573
C -2.1483 4.3244 -0.5872
C -1.8098 4.8772 0.8186
C -0.9826 6.1483 0.7749
O -0.0479 6.1141 1.8560
C 0.3508 7.3524 2.2793
C 1.3124 8.0523 1.3654
O -0.0195 7.8087 3.3361
C -3.3063 1.5563 0.3561
C -4.1479 2.4087 1.3181
C -5.2288 3.2205 0.5859
C -6.5999 3.1323 1.2098
F -6.6951 4.0789 2.1939
F -6.8238 1.9387 1.8025
C -7.7838 3.4040 0.2058
F -8.5036 4.4808 0.5881
F -7.3085 3.6430 -1.0383
F -8.6071 2.3256 0.1395
C -2.5262 2.0799 -2.5799
C -2.8372 0.6537 -2.9581
O -3.6047 0.3572 -3.8383
I -1.8454 -0.9650 -1.9217
H 1.6011 -1.0014 4.4222
H 1.1115 -1.0770 2.7621
H 1.4101 0.5053 3.4976
H 3.7305 0.2629 3.2562
H 3.6430 -1.4678 3.5123
H 3.9207 -0.0291 -0.0996
H 3.7183 1.0681 1.2321
H 1.3247 0.8818 1.1337
H 1.4231 -0.3350 -0.1513
H 1.0721 3.5249 0.5509
H 0.0849 4.0357 -2.6206
H 1.5754 3.1464 -2.9375
H 1.1446 5.7919 -1.7041
H 2.3956 4.8496 -0.9212
H 2.1996 5.4324 -3.8847
H 3.5409 4.6057 -3.0982
H 3.3473 7.0991 -1.3971
H -3.1663 4.6124 -0.8380
H -1.5295 4.8337 -1.3171
H -2.7028 5.0443 1.4039
H -1.2153 4.1531 1.3652
H -0.4372 6.2129 -0.1630
H -1.6267 7.0194 0.8490
H 0.8887 8.1295 0.3720
H 2.2377 7.4936 1.3293
H 1.5122 9.0357 1.7568
H -4.0024 1.0110 -0.2726
H -2.7634 0.8120 0.9259
H -3.5334 3.0818 1.8985
H -4.5910 1.7392 2.0408
H -5.2410 2.9502 -0.4604
H -4.9601 4.2680 0.6276
H -3.3478 2.7029 -2.9111
H -1.6654 2.3300 -3.1946
C 2.4742 -2.3760 -1.7215
C 3.0315 -3.6260 -2.3861
N 2.0986 -4.7364 -2.4111
C 2.7187 -5.9987 -2.7692
C 3.3071 -6.1471 -4.1784
C 0.8097 -4.4653 -3.0232
C 0.7897 -3.9780 -4.4785
H 2.1193 -2.5928 -0.7124
H 3.2581 -1.6208 -1.6484
H 1.6529 -1.9351 -2.2901
H 3.9095 -3.9474 -1.8197
H 3.3933 -3.3585 -3.3922
H 1.9890 -6.7961 -2.6036
H 3.5192 -6.1823 -2.0454
H 2.5328 -6.2606 -4.9353
H 3.9304 -7.0426 -4.2209
H 3.9354 -5.2994 -4.4521
H 0.2919 -3.7196 -2.4143
H 0.1947 -5.3642 -2.9379
H 1.5358 -3.2038 -4.6620
H -0.1881 -3.5484 -4.7061
H 0.9560 -4.7879 -5.1868
C -0.0600 -5.4663 5.1527
C -0.4477 -5.0470 3.7430
N 0.6949 -4.8149 2.8824
C 0.3554 -4.1458 1.6402
C -0.5497 -4.8768 0.6420
C 1.6347 -5.9154 2.7744
C 1.1081 -7.2672 2.2721
H 0.6223 -4.7427 5.6002
H -0.9518 -5.5248 5.7775
H 0.4152 -6.4474 5.1746
H -1.0069 -4.1097 3.8062
H -1.1444 -5.7949 3.3308
H 1.2841 -3.8654 1.1359
H -0.1263 -3.1972 1.9029
H -0.0228 -5.6711 0.1176
H -0.8971 -4.1748 -0.1178
H -1.4315 -5.3023 1.1232
H 2.0858 -6.0708 3.7577
H 2.4602 -5.5906 2.1369
H 0.1646 -7.5415 2.7456
H 1.8306 -8.0515 2.5072
H 0.9635 -7.2776 1.1931
```

***

(4)
A structure of composition C31H64IrN10P2, computed with ωB97M-V/def2-TZVPD.

* HOMO (alpha / beta): -18.9 / -18.8 eV
* expectation value of S²: 0.7605
* E: -2552.8308 Ha
* multiplicity: 2
* charge: +4
* frontier orbital gap (alpha / beta): 7.87 / 4.59 eV

Geometry as XYZ:
```
108
C31H64IrN10P2, DFT ωB97M-V/def2-TZVPD
Ir 0.1523 -0.1092 0.5502
C -2.5085 -3.3253 -3.3234
N -2.4880 -2.9867 -1.8987
C -2.8385 -4.0646 -0.9844
C -2.0397 -1.7472 -1.4979
N -0.9281 -1.6052 -0.7499
C -0.1221 -2.8194 -0.5730
C -0.1416 -3.1718 0.8937
N 0.2031 -1.9619 1.6975
C -0.7645 -1.7531 2.7956
C -2.0439 -1.2624 2.1564
N -1.8118 0.0308 1.5041
C -2.9622 0.8348 1.5536
N -4.1795 0.2854 1.5998
C -4.6004 -0.8969 0.8513
C -5.2456 0.8619 2.4379
N -2.8777 2.1647 1.6184
C -1.9370 2.7837 2.5442
C -3.9260 3.0509 1.0984
C 1.5980 -2.0457 2.1627
C 2.5235 -1.9143 0.9760
N 2.0064 -0.9318 -0.0379
C 2.8948 -0.7006 -1.0237
N 4.2106 -1.0324 -0.8159
C 4.7699 -2.1213 -1.6210
C 5.1665 -0.1554 -0.1555
N 2.5215 -0.3039 -2.2543
C 1.3352 -0.8735 -2.9129
C 3.5668 0.1479 -3.1895
N -2.8392 -0.7395 -1.9053
C -4.1524 -1.0170 -2.5155
C -2.4543 0.6524 -1.9920
H -1.7373 -4.0671 -3.5467
H -3.4746 -3.7457 -3.6083
H -2.3188 -2.4412 -3.9285
H -3.8402 -4.4262 -1.2278
H -2.1627 -4.9220 -1.0499
H -2.8619 -3.7023 0.0407
H -0.4554 -3.6587 -1.1715
H 0.8936 -2.5990 -0.8913
H -1.1343 -3.4995 1.1827
H 0.5378 -3.9915 1.1320
H -0.9298 -2.6587 3.3846
H -0.3673 -0.9848 3.4603
H -2.3487 -1.9644 1.3738
H -2.8500 -1.2094 2.8870
H -3.8612 -1.1552 0.1054
H -4.7865 -1.7405 1.5188
H -5.5382 -0.6586 0.3481
H -4.8439 1.6168 3.1066
H -6.0491 1.2862 1.8359
H -5.6593 0.0502 3.0370
H -2.3983 2.8791 3.5313
H -1.0620 2.1518 2.6182
H -1.6787 3.7805 2.1983
H -4.5247 3.4814 1.9019
H -3.4289 3.8681 0.5749
H -4.5712 2.5164 0.4082
H 1.7345 -1.2305 2.8674
H 1.7883 -2.9769 2.7019
H 3.5288 -1.6691 1.3088
H 2.6017 -2.8815 0.4700
H 3.9734 -2.6872 -2.1054
H 5.4671 -1.7695 -2.3858
H 5.3169 -2.8004 -0.9650
H 4.6418 0.6429 0.3651
H 5.7700 -0.7132 0.5650
H 5.8509 0.2886 -0.8838
H 0.4463 -0.7567 -2.3065
H 1.1879 -0.3761 -3.8674
H 1.5062 -1.9320 -3.1253
H 4.1352 -0.6849 -3.6012
H 3.0830 0.6648 -4.0154
H 4.2392 0.8436 -2.6951
H -4.5613 -1.9509 -2.1416
H -4.8244 -0.2015 -2.2555
H -4.0881 -1.0663 -3.6028
H -2.0415 0.8577 -2.9794
H -3.3412 1.2740 -1.8725
H -1.7358 0.9048 -1.2234
C 1.1029 2.6832 3.1476
P 1.6745 1.3162 2.0745
C 2.8015 0.5258 3.2709
C 2.7516 2.1882 0.9120
C 3.9627 2.7470 1.3188
C 4.7363 3.4585 0.4131
C 4.3108 3.6062 -0.9007
C 3.0927 3.0760 -1.3063
C 2.3014 2.3781 -0.3962
P 0.5971 1.8875 -0.7476
C 0.4017 2.0597 -2.5440
C -0.3546 3.3655 -0.2729
H 2.0157 3.1761 3.4856
H 0.5717 2.3092 4.0240
H 0.4992 3.4241 2.6386
H 3.3799 1.3232 3.7337
H 3.4852 -0.1819 2.8050
H 2.2452 0.0374 4.0716
H 4.3225 2.6370 2.3335
H 5.6747 3.8929 0.7333
H 4.9209 4.1524 -1.6091
H 2.7702 3.2333 -2.3268
H 0.7613 3.0517 -2.8150
H -0.6502 2.0353 -2.7933
H 0.9331 1.3197 -3.1256
H -0.0576 4.1812 -0.9334
H -0.1420 3.6707 0.7446
H -1.4232 3.1870 -0.3983
```